# C14H16N2OS

A single C14H16N2OS molecule in a non-equilibrium geometry (the ωB97M-V functional and the def2-TZVPD basis, the Open Molecules 2025 dataset).

Results
Multiplicity ... 1
ΔE to the lowest compared entry with this formula, charge and spin ... 377.4 kJ/mol
SMILES string ... CC(C)c1ccc(-n2nc3c(c2O)SCC3)cc1
E_HOMO ... -7.88 eV
Total energy ... -1125.91844 Eh

Each line ends with the natural charge from an NBO analysis.
CARTESIAN COORDINATES (ANGSTROEM)
S1 -4.60 2.92 0.36  0.1758
O1 -1.28 3.21 1.21  -0.6671
N1 -1.41 0.67 0.88  -0.2050
N2 -2.35 -0.28 0.90  -0.2203
C1 0.76 1.06 -0.30  -0.2293
C2 -3.21 1.83 0.70  -0.3246
C3 4.19 -2.59 -0.64  -0.6179
C4 -1.93 2.04 0.82  0.4162
C5 3.92 -1.10 -0.71  -0.2412
C6 1.63 -1.46 0.47  -0.2111
C7 -5.74 1.42 0.76  -0.4460
C8 -5.00 0.05 0.82  -0.4468
C9 -0.13 0.28 0.48  0.1441
C10 0.42 -0.94 1.00  -0.2060
C11 4.15 -0.90 -2.23  -0.6039
C12 2.50 -0.67 -0.27  -0.0228
C13 1.99 0.59 -0.74  -0.1978
C14 -3.50 0.43 0.81  0.1458
H1 -6.60 1.38 0.08  0.2244
H2 5.25 -2.87 -0.92  0.2114
H3 1.90 -2.52 0.66  0.2217
H4 3.54 -3.16 -1.22  0.2147
H5 5.08 -1.38 -2.56  0.2107
H6 4.18 0.17 -2.56  0.2010
H7 -0.27 -1.48 1.63  0.2290
H8 3.31 -1.33 -2.79  0.2101
H9 4.33 -2.79 0.43  0.2130
H10 0.34 2.04 -0.54  0.2176
H11 2.60 1.27 -1.33  0.2165
H12 -5.41 -0.66 0.05  0.2310
H13 -1.98 3.92 1.36  0.5034
H14 -5.31 -0.38 1.73  0.2281
H15 -6.05 1.72 1.73  0.2101
H16 4.67 -0.52 -0.08  0.2150